86
Properties=species:S:1:pos:R:3:forces:R:3:mulliken_charge:R:1 method="wB97M-V/def2-TZVPD" total_charge=0 relative_energy_kcal_mol=37.05 lumo_energy_ha=0.0150 e_tot_ev=-44882.63231 molar_mass_g_mol=493.551 orbital_gap_ha=0.3118
Li 1.683 0.913 1.000 -0.07 -1.33 -0.19 0.88
Li 1.545 -1.412 0.082 0.01 0.32 0.38 0.64
O 0.280 -0.011 -0.002 -0.39 0.22 -0.08 0.69
H -0.553 0.076 -0.504 1.14 0.01 0.62 -1.01
O 2.797 -0.616 1.372 -0.14 0.31 0.34 -0.88
H 3.290 -0.884 2.172 -0.53 0.41 -1.12 -0.13
C 0.618 4.801 0.875 -0.79 -0.59 -0.93 -1.47
C 0.877 3.318 0.611 0.60 1.07 -0.53 -0.41
N 1.873 2.794 1.511 2.08 -0.82 1.06 0.78
C 1.517 2.844 2.924 -1.00 -0.82 0.22 -0.61
C 0.249 2.001 3.133 -0.28 0.89 -0.09 -1.09
C 3.272 3.309 1.346 -0.57 0.58 -1.09 -0.97
C 3.971 2.750 0.058 -0.04 0.18 2.40 -0.97
H -0.065 5.108 0.083 -0.12 0.41 0.11 0.47
H 1.537 5.375 0.758 -0.17 0.08 0.32 0.27
H 0.119 4.940 1.834 0.21 0.27 -0.02 0.30
H -0.022 2.703 0.580 -0.01 0.06 0.37 0.08
H 1.285 3.188 -0.391 0.02 0.15 -0.19 0.32
H 2.285 2.367 3.533 0.31 0.13 -0.26 0.39
H 1.400 3.866 3.286 -0.10 0.21 0.11 0.40
H 0.440 0.973 2.827 -0.14 -0.14 0.33 0.05
H -0.146 2.086 4.146 0.34 -0.35 0.16 0.49
H -0.562 2.384 2.513 -0.04 -0.08 -0.11 0.26
H 3.842 3.102 2.252 -0.04 -0.70 -0.18 0.50
H 3.280 4.399 1.365 -0.20 0.36 -0.33 0.42
H 4.978 3.165 -0.002 -0.13 0.37 -0.31 0.45
H 3.387 2.918 -0.846 0.21 -0.29 0.10 0.26
H 4.148 1.724 0.378 -0.30 -0.48 -0.98 0.16
C 3.123 0.122 -2.024 0.54 -1.29 -0.13 -1.20
C 3.439 -1.417 -2.038 -1.48 0.62 0.42 -0.85
N 2.155 -2.182 -1.790 0.87 -0.15 0.38 0.86
C 2.443 -3.610 -1.510 -0.34 0.37 0.58 -0.70
C 3.393 -3.952 -0.341 0.34 -0.27 -0.80 -1.26
C 1.128 -2.106 -2.864 -0.91 1.05 1.77 -0.49
C -0.249 -2.522 -2.299 -0.03 -0.54 -0.37 -1.19
H 2.651 0.423 -1.089 -0.26 -0.41 -0.20 0.32
H 2.471 0.337 -2.871 0.18 0.46 0.09 0.34
H 4.047 0.701 -2.025 0.05 -0.05 -0.55 0.53
H 3.907 -1.795 -2.947 0.05 0.33 -0.47 0.38
H 4.153 -1.623 -1.240 -0.36 -0.09 0.18 0.32
H 1.526 -4.089 -1.168 -0.33 0.13 -0.38 0.23
H 2.682 -4.047 -2.480 0.61 -0.59 0.04 0.49
H 3.524 -5.033 -0.388 -0.10 -0.17 0.09 0.47
H 4.411 -3.567 -0.413 -0.14 0.31 -0.02 0.37
H 2.967 -3.728 0.637 0.02 0.27 -0.23 0.07
H 1.358 -2.636 -3.788 0.31 -0.19 -0.04 0.37
H 0.913 -1.059 -3.077 0.74 0.13 -0.30 0.05
H -1.037 -2.201 -2.980 0.03 -0.23 -0.35 0.50
H -0.517 -2.027 -1.366 0.57 0.02 0.17 -0.03
H -0.327 -3.600 -2.159 -0.15 -0.01 0.00 0.44
C -5.826 1.708 -2.884 -0.28 0.50 -0.52 -1.34
C -4.686 1.653 -1.896 0.00 -0.31 -0.19 -0.40
N -3.903 0.434 -2.131 -0.02 0.29 -0.14 0.33
C -2.487 0.568 -1.723 -1.25 -1.40 -1.47 -0.05
C -1.748 1.547 -2.642 0.46 0.21 1.15 -1.37
C -4.577 -0.824 -1.735 0.67 1.53 0.68 -0.70
C -4.728 -0.901 -0.209 -0.20 -0.61 -0.43 -0.82
H -6.370 2.652 -2.937 0.12 0.25 0.49 0.44
H -6.588 0.960 -2.663 0.15 -0.20 -0.31 0.30
H -5.395 1.610 -3.881 -0.23 -0.50 -0.09 0.30
H -4.036 2.519 -2.026 0.07 -0.08 -0.12 0.40
H -5.092 1.743 -0.889 0.06 -0.12 0.45 0.25
H -2.077 -0.427 -1.895 0.12 -0.14 -0.03 -0.14
H -2.367 0.711 -0.649 0.12 0.72 0.18 0.28
H -2.106 1.612 -3.670 -0.37 -0.23 0.25 0.33
H -0.702 1.245 -2.683 0.15 0.14 0.06 0.17
H -1.785 2.524 -2.161 0.15 0.28 -0.39 0.36
H -5.574 -0.862 -2.174 0.07 0.08 -0.15 0.30
H -4.023 -1.664 -2.154 0.18 0.00 0.15 0.37
H -3.809 -0.700 0.342 0.16 -0.19 -0.17 0.09
H -5.460 -0.175 0.143 -0.14 -0.17 0.00 0.29
H -5.066 -1.919 -0.013 -0.12 0.05 0.58 0.45
C -2.713 -1.595 3.501 -0.07 0.50 -0.65 -1.40
C -1.531 -1.846 2.533 -1.98 -0.18 0.04 0.28
O -0.380 -2.081 3.280 3.71 -1.95 0.28 -0.22
C 0.673 -2.754 2.675 -1.06 0.95 -1.04 0.51
O 0.791 -3.002 1.485 -0.65 0.26 2.16 -0.57
C 1.846 -3.178 3.651 -1.46 1.61 -0.14 0.64
F 2.962 -2.673 3.155 0.45 -0.17 0.39 -0.19
F 1.651 -2.731 4.902 0.17 0.10 -0.27 -0.27
F 1.953 -4.475 3.702 0.03 -1.34 -0.10 -0.26
H -2.666 -0.574 3.878 -0.06 -0.05 0.14 0.31
H -2.902 -2.269 4.337 0.82 -0.24 -0.05 0.40
H -3.631 -1.697 2.922 -0.04 0.30 -0.25 0.33
H -1.362 -0.982 1.889 -0.06 -0.07 -0.21 -0.08
H -1.777 -2.730 1.945 0.24 0.05 -0.30 0.39


106
Properties=species:S:1:pos:R:3:forces:R:3:mulliken_charge:R:1 method="wB97M-V/def2-TZVPD" total_charge=0 lumo_energy_ha=-0.0025 e_tot_ev=-189306.62562 molar_mass_g_mol=978.725 orbital_gap_ha=0.3844
C -4.880 -22.251 10.111 0.19 0.60 1.06 -1.60
C -5.033 -22.508 8.641 -2.30 -0.10 0.52 1.21
O -3.771 -22.793 8.097 1.50 -0.47 -2.48 -0.41
S -3.614 -23.177 6.482 -3.04 -0.76 -0.89 1.00
C -3.536 -21.502 5.633 -0.12 -0.56 1.19 -0.68
O -2.371 -23.873 6.321 -0.53 0.73 0.49 -0.63
O -4.877 -23.862 6.026 2.99 1.86 1.38 -0.42
H -5.779 -21.924 10.633 -0.62 -0.25 -0.62 0.35
H -4.232 -21.406 10.346 0.60 -0.20 -0.26 0.38
H -4.571 -23.144 10.655 0.36 0.03 -0.16 0.39
H -5.727 -23.343 8.552 0.28 -0.44 -0.30 -0.14
H -5.568 -21.700 8.140 0.49 0.44 -0.17 -0.16
H -2.897 -20.892 6.271 0.00 -0.04 -0.04 0.40
H -4.540 -21.078 5.620 -0.04 -0.21 0.19 -0.01
H -3.137 -21.521 4.619 0.07 -0.70 0.16 0.42
C -7.378 -15.944 6.065 0.89 -0.13 0.14 -1.33
C -7.111 -17.241 6.819 -1.50 -0.82 -0.77 0.28
O -6.578 -17.024 8.117 1.38 -1.06 1.02 -0.38
S -5.878 -18.328 8.914 -0.91 0.10 -0.62 1.30
C -5.263 -17.314 10.281 -0.23 -0.68 -0.36 -1.10
O -6.954 -19.168 9.431 1.37 0.88 -0.72 -0.58
O -4.834 -18.951 8.102 -1.34 1.16 0.99 -0.58
H -7.775 -15.137 6.680 0.04 -0.18 0.17 0.36
H -8.087 -16.123 5.256 0.05 -0.15 0.00 0.31
H -6.425 -15.634 5.636 -0.09 0.44 -0.11 0.34
H -8.053 -17.785 6.887 -0.09 0.03 0.46 0.09
H -6.497 -17.928 6.235 0.48 0.21 0.01 0.21
H -4.531 -17.888 10.850 0.00 -0.10 -0.24 0.37
H -6.158 -17.201 10.892 0.15 0.38 -0.04 0.35
H -4.835 -16.382 9.912 -0.19 -0.18 0.01 0.33
C -5.755 -27.963 1.699 0.45 0.99 1.43 -1.24
C -5.551 -26.465 1.494 -0.73 -0.38 -2.39 0.19
O -4.412 -25.842 2.111 0.38 0.94 -0.25 -0.36
S -4.323 -24.227 1.789 -0.68 1.85 0.19 1.23
C -5.624 -23.658 3.062 0.84 0.28 -1.81 -0.71
O -2.993 -23.710 2.190 -2.77 -1.66 -0.90 -0.63
O -4.864 -23.889 0.439 1.47 -1.21 2.81 -0.64
H -6.095 -28.117 2.723 0.12 -0.40 0.12 0.24
H -4.810 -28.481 1.539 -0.26 -0.25 -0.15 0.37
H -6.570 -28.272 1.044 0.29 -0.05 -0.15 0.33
H -5.407 -26.385 0.417 0.18 0.32 -0.12 0.38
H -6.492 -25.935 1.639 0.14 0.25 0.68 0.03
H -6.463 -23.281 2.476 0.00 -0.41 -0.16 0.28
H -5.203 -22.769 3.532 0.17 -0.58 0.50 0.23
H -5.916 -24.508 3.678 0.36 0.44 0.18 0.27
C -11.107 -28.151 4.832 0.29 1.13 -0.17 -1.02
C -10.422 -27.619 3.522 1.04 -0.95 0.97 -0.27
O -10.268 -26.143 3.437 -0.02 0.49 -1.40 -0.26
S -9.564 -25.530 2.036 -0.71 -0.03 -0.67 1.04
C -11.062 -24.789 1.191 0.26 -0.22 1.29 -1.13
O -8.610 -24.450 2.274 -1.70 -1.48 0.65 -0.37
O -9.103 -26.679 1.291 -0.25 0.69 0.42 -0.65
H -11.270 -29.226 4.756 0.20 0.03 -0.29 0.38
H -12.073 -27.716 5.087 -0.17 0.19 -0.60 0.33
H -10.527 -27.974 5.738 0.46 -0.01 -0.22 0.09
H -9.388 -27.963 3.485 -0.02 -0.25 0.38 0.24
H -10.847 -28.154 2.673 -0.57 1.02 -0.38 0.50
H -10.822 -24.039 0.438 0.55 -0.49 -0.07 0.33
H -11.619 -24.246 1.955 0.17 -0.05 0.23 0.36
H -11.718 -25.587 0.842 0.40 -0.09 -0.15 0.37
C -8.591 -25.054 6.116 0.06 -0.03 -0.16 0.48
C -7.553 -26.148 6.100 0.79 0.82 0.01 -0.30
O -7.888 -27.234 6.924 -0.29 -1.47 2.87 -0.49
S -7.894 -27.004 8.628 -0.70 1.22 -1.33 1.04
C -9.748 -26.778 8.818 1.03 -0.05 0.94 -0.81
O -7.551 -28.239 9.301 -0.08 1.37 -1.12 -0.65
O -7.197 -25.731 8.917 -1.34 -2.79 -0.59 -0.44
H -9.502 -25.350 5.595 0.00 -0.06 0.02 0.06
H -8.143 -24.220 5.576 -0.15 0.32 0.16 -0.22
H -8.832 -24.800 7.148 0.14 0.42 -0.11 -0.12
H -7.422 -26.538 5.090 -0.09 -0.29 0.01 0.17
H -6.574 -25.794 6.423 -0.03 0.40 -0.13 0.31
H -10.260 -27.683 9.144 0.53 -0.37 -0.42 0.38
H -10.246 -26.355 7.946 0.47 0.12 0.15 0.21
H -9.782 -26.144 9.705 -0.19 0.47 -0.28 0.32
C -9.134 -21.542 4.367 0.86 0.21 -0.50 -0.38
N -8.278 -20.838 5.372 0.64 -0.44 1.06 1.01
O -8.740 -19.924 6.016 -0.96 0.31 -0.28 -0.55
O -7.147 -21.236 5.565 0.21 -0.46 -0.61 -0.38
H -9.807 -22.244 4.859 -0.22 0.56 0.16 0.28
H -8.468 -22.142 3.747 0.01 0.16 0.02 -0.10
H -9.556 -20.717 3.793 -0.54 -0.45 0.09 0.15
Cl -7.906 -15.817 0.282 0.50 0.00 0.90 -0.19
C -6.804 -16.248 1.660 0.24 1.08 0.10 -0.47
C -6.900 -17.698 2.030 0.85 0.09 -0.44 -0.47
Cl -8.529 -18.281 2.443 0.20 0.14 -0.06 -0.15
H -6.835 -15.582 2.522 -1.37 0.12 0.00 0.25
H -5.795 -15.966 1.359 0.13 -0.73 -0.64 0.38
H -6.248 -17.872 2.886 -0.10 -0.10 0.01 0.26
H -6.487 -18.218 1.166 -0.45 -0.62 0.21 0.38
Cl -8.969 -23.218 9.786 0.30 -0.69 0.69 -0.18
C -9.497 -21.893 8.795 -0.63 0.49 -0.63 0.94
C -10.869 -21.311 9.188 0.49 0.00 -1.59 -0.50
Cl -10.919 -20.713 10.816 0.01 0.36 0.79 -0.20
H -9.515 -22.282 7.777 -0.40 0.02 -0.10 -0.47
H -8.718 -21.132 8.771 -0.15 0.16 0.42 -0.23
H -11.748 -21.935 9.028 0.44 -0.55 0.16 0.38
H -11.016 -20.494 8.482 0.02 0.36 0.21 0.28
Cl -13.737 -20.647 1.086 1.18 0.42 -0.19 -0.18
C -12.507 -19.795 0.037 -0.45 0.54 -1.10 -0.52
C -11.298 -20.623 -0.440 -1.27 0.31 0.50 -0.56
Cl -10.398 -21.195 1.034 -0.24 -0.08 -1.13 -0.02
H -12.210 -18.798 0.360 0.03 -0.40 1.13 0.34
H -13.157 -19.520 -0.793 0.33 -0.38 -0.49 0.34
H -10.638 -20.062 -1.101 0.12 0.41 0.57 0.32
H -11.701 -21.380 -1.114 0.35 -0.85 0.71 0.32